No. 1
# C36H32LiN6Te

A molecular structure, C36H32LiN6Te (ωB97M-V/def2-TZVPD, OMol25).

Geometry (Å):
Li1 -1.4213 0.2520 -0.7495
C1 -2.6820 4.5593 -0.3747
C2 -2.4829 3.3002 -0.8833
N1 -2.0411 2.2764 -0.1443
C3 -1.8051 2.5220 1.1625
C4 -1.9745 3.8465 1.6509
N2 -2.4071 4.8392 0.9176
C5 -1.3557 1.4331 1.9905
C6 -1.5135 1.3713 3.3460
C7 -1.4527 0.1278 4.0262
C8 -1.5980 -1.0177 3.1811
C9 -1.4119 -0.9289 1.8338
N3 -0.9173 0.2761 1.3016
C10 -1.8150 -1.9724 0.9150
C11 -1.8876 -3.3374 1.2825
N4 -2.2585 -4.2882 0.4575
C12 -2.5477 -3.9150 -0.8014
C13 -2.4398 -2.6031 -1.1975
N5 -2.0761 -1.6299 -0.3586
C14 -1.5541 0.0334 5.4603
C15 -1.6406 -1.1972 6.1447
C16 -1.7577 -1.2318 7.5186
N6 -1.7869 -0.1592 8.3129
C17 -1.6772 1.0095 7.6760
C18 -1.5550 1.1594 6.3107
H1 -3.0394 5.3692 -0.9972
H2 -2.6725 3.0954 -1.9320
H3 -1.7251 4.0670 2.6827
H4 -1.8344 2.2560 3.8843
H5 -2.0116 -1.9306 3.5922
H6 -1.6131 -3.6325 2.2886
H7 -2.8471 -4.6900 -1.4957
H8 -2.6387 -2.3096 -2.2227
H9 -1.6026 -2.1365 5.6102
H10 -1.8281 -2.1950 8.0167
H11 -1.6816 1.8961 8.3042
H12 -1.4448 2.1589 5.9130
C19 -1.2919 -0.3292 -5.3791
Te1 -1.1497 0.8524 -3.6026
C20 0.8387 0.0908 -3.4703
C21 1.1619 -0.4339 -4.8423
C22 2.4745 -0.7211 -5.2081
C23 2.7651 -1.2342 -6.4618
C24 1.7409 -1.4695 -7.3687
C25 0.4327 -1.1816 -7.0147
C26 0.1329 -0.6601 -5.7605
H13 -1.7778 0.2536 -6.1593
H14 -1.8780 -1.2299 -5.1998
H15 0.8596 -0.6804 -2.7014
H16 1.5097 0.8845 -3.1471
H17 3.2669 -0.5322 -4.4949
H18 3.7913 -1.4479 -6.7332
H19 1.9617 -1.8672 -8.3510
H20 -0.3701 -1.3540 -7.7227
C27 1.9609 0.4713 2.2336
C28 1.5798 -0.1605 0.8812
C29 1.5762 -1.6805 1.0754
C30 0.2213 0.3434 0.3539
C31 2.5894 0.2545 -0.1858
C32 2.8066 1.6120 -0.4447
C33 3.6832 2.0357 -1.4290
C34 4.3862 1.1079 -2.1887
C35 4.1913 -0.2409 -1.9426
C36 3.3035 -0.6587 -0.9579
H21 1.1963 0.2208 2.9730
H22 2.0059 1.5599 2.1693
H23 2.9271 0.1082 2.5991
H24 0.9004 -1.9412 1.8887
H25 2.5694 -2.0563 1.3417
H26 1.2289 -2.1916 0.1749
H27 0.3338 1.4218 0.1906
H28 2.2683 2.3494 0.1371
H29 3.8222 3.0961 -1.6037
H30 5.0769 1.4365 -2.9562
H31 4.7347 -0.9825 -2.5176
H32 3.1675 -1.7188 -0.7980

Properties
F_max: 0.42 eV/Å
energy: -54290.828 eV
net charge: -1
LUMO energy: 1.8952 eV

=====

No. 2
# C18H21BI2N3NbO9P

A molecular structure, C18H21BI2N3NbO9P in a non-equilibrium geometry (ωB97M-V/def2-TZVPD, OMol25).

Geometry (Å):
O1 -1.1452 2.1116 -0.6707
P1 -0.4181 0.7688 -0.4704
Nb1 -2.0655 -1.2011 -0.5778
I1 0.1888 -2.9037 -0.9827
I2 -3.7500 -3.4602 -0.4878
B1 -3.8639 0.2397 -0.4426
O2 -4.4690 0.8324 -1.5629
O3 -4.3783 0.4960 0.8420
H1 0.6576 0.5774 -1.3765
H2 0.2063 0.7436 0.8250
H3 -2.1992 -1.0132 -2.3945
H4 -1.9091 -1.2533 1.2325
H5 -3.7964 1.1246 -2.1675
H6 -5.2585 0.8665 0.7704
C1 3.8050 5.5446 0.8628
C2 2.9709 4.4846 1.1939
C3 2.8464 3.4048 0.3352
C4 3.5629 3.3971 -0.8498
C5 4.3916 4.4515 -1.2010
C6 4.5113 5.5299 -0.3355
N1 3.4371 2.2425 -1.7341
O4 2.6953 1.3598 -1.3709
O5 4.0771 2.2342 -2.7635
H7 3.9032 6.3848 1.5387
H8 2.4167 4.4978 2.1216
H9 2.1943 2.5828 0.5962
H10 4.9427 4.4418 -2.1300
H11 5.1567 6.3586 -0.5942
C7 -1.0231 1.4316 5.3573
C8 0.3356 1.6340 5.1503
C9 0.8124 2.9030 4.8606
C10 -0.0835 3.9594 4.7856
C11 -1.4426 3.7698 4.9844
C12 -1.9107 2.4969 5.2711
N2 0.4162 5.3002 4.4931
O6 1.6058 5.4298 4.2954
O7 -0.3816 6.2073 4.4561
H12 -1.3917 0.4400 5.5850
H13 1.0232 0.8021 5.2143
H14 1.8693 3.0557 4.6971
H15 -2.1358 4.5951 4.9170
H16 -2.9680 2.3346 5.4273
C13 -0.2007 -8.8086 -3.9106
C14 -0.6231 -8.0952 -2.7957
C15 -1.1755 -6.8316 -2.9468
C16 -1.3011 -6.2998 -4.2203
C17 -0.8775 -6.9968 -5.3408
C18 -0.3240 -8.2587 -5.1808
N3 -1.9030 -4.9780 -4.3781
O8 -2.2376 -4.4084 -3.3721
O9 -2.0277 -4.5415 -5.5041
H17 0.2258 -9.7967 -3.7894
H18 -0.5238 -8.5241 -1.8079
H19 -1.5022 -6.2766 -2.0776
H20 -0.9744 -6.5723 -6.3292
H21 0.0088 -8.8150 -6.0469

Properties
F_max: 4.66 eV/Å
energy: -69615.263 eV
net charge: -1
LUMO energy: 1.1684 eV

=====

No. 3
# C24H26N4O2

A single C24H26N4O2 molecule (ωB97M-V/def2-TZVPD, OMol25).

Geometry (Å):
C1 -7.1876 1.3238 -1.9840
C2 -6.6780 1.3213 -0.5766
C3 -7.5320 1.5044 0.5065
C4 -6.9603 1.4930 1.7747
C5 -7.7871 1.6817 3.0081
N1 -5.6601 1.3172 1.9468
C6 -4.9159 1.1376 0.8471
N2 -3.5977 0.9439 1.0242
C7 -3.0195 0.9507 2.3491
C8 -1.7202 0.1581 2.3515
C9 -0.6794 0.7664 1.4024
C10 0.2069 -0.3379 0.8203
O1 -0.1518 -1.4888 0.7195
N3 1.4121 0.1370 0.3975
C11 2.4585 -0.5469 -0.2337
C12 3.6054 0.1755 -0.5558
C13 4.6768 -0.4356 -1.1747
C14 4.6200 -1.7927 -1.4766
O2 5.6173 -2.4506 -2.1470
C15 6.9305 -2.1287 -1.9261
C16 7.8132 -2.3202 -2.9850
C17 9.1618 -2.0755 -2.8117
C18 9.6417 -1.6379 -1.5883
C19 8.7643 -1.4596 -0.5325
C20 7.4128 -1.7056 -0.6919
C21 3.4705 -2.5131 -1.1683
C22 2.3974 -1.9002 -0.5539
C23 -1.3785 1.4903 0.2327
C24 -2.6965 0.7987 -0.0950
N4 -5.3786 1.1361 -0.4103
H1 -7.6427 2.2857 -2.2152
H2 -6.3671 1.1385 -2.6708
H3 -7.9455 0.5524 -2.1088
H4 -8.5911 1.6506 0.3686
H5 -7.1423 1.6979 3.8817
H6 -8.5025 0.8663 3.1044
H7 -8.3441 2.6151 2.9489
H8 -3.7451 0.5114 3.0369
H9 -2.8358 1.9836 2.6778
H10 -1.9220 -0.8648 2.0280
H11 -1.3216 0.1144 3.3655
H12 -0.0483 1.4810 1.9406
H13 1.5918 1.1211 0.5435
H14 3.6583 1.2307 -0.3250
H15 5.5542 0.1393 -1.4321
H16 7.4230 -2.6638 -3.9303
H17 9.8409 -2.2242 -3.6380
H18 10.6951 -1.4427 -1.4564
H19 9.1328 -1.1319 0.4284
H20 6.7323 -1.5826 0.1382
H21 3.4306 -3.5607 -1.4215
H22 1.5125 -2.4648 -0.3149
H23 -0.7377 1.4965 -0.6512
H24 -1.5827 2.5267 0.5081
H25 -2.5126 -0.2619 -0.3071
H26 -3.1767 1.2440 -0.9682

Properties
F_max: 0.69 eV/Å
SMILES: Cc1cc(C)nc(N2CCC(C(=O)Nc3ccc(Oc4ccccc4)cc3)CC2)n1
energy: -35366.792 eV
ΔE to the lowest compared entry with this formula, charge and spin: 55.1 kJ/mol
LUMO energy: 0.5889 eV

=====

No. 4
# C4H7NO2

2 unconnected molecules or ions with the total composition C4H7NO2 (ωB97M-V/def2-TZVPD, OMol25).

Geometry (Å):
C1 1.0341 0.3962 -1.5869
C2 -0.2921 0.1030 -0.9244
N1 -0.7487 -1.1723 -0.7984
O1 -0.9207 0.9947 -0.3168
C3 -0.3062 0.6640 1.7546
C4 -0.7308 -0.6375 1.6819
O2 -0.0986 -1.4672 0.9162
H1 1.8396 -0.0320 -0.9774
H2 1.0900 -0.0521 -2.5829
H3 1.1775 1.4748 -1.6675
H4 -0.1063 -1.8195 -1.2814
H5 0.6883 0.9455 1.4346
H6 -0.8894 1.4169 2.2862
H7 -1.7111 -0.9270 2.0692

Properties
F_max: 0.51 eV/Å
energy: -9842.717 eV
ΔE to the lowest compared entry with this formula, charge and spin: 440.2 kJ/mol
LUMO energy: -0.8219 eV